ORCA calculation (the ωB97M-V functional and the def2-TZVPD basis) on 2 unconnected molecules or ions with the total composition C11H18O.

Its energy relative to the best compared isomer or geometry (same formula, charge and spin) is 1.746 eV. Its charge is 0. As for the structure (SMILES): CCc1ccccc1.CC(C)O. As for the HOMO energy: -8.702 eV. Its HOMO-LUMO gap is 0.3527 Ha.

The geometry in XYZ format:
```
30
Properties=species:S:1:pos:R:3:forces:R:3
C 0.687086 2.450684 0.979522 2.4 -1.0 -0.7
C -0.129646 2.892351 2.164254 0.0 0.9 0.2
C -0.049500 1.705374 -0.086486 -1.8 1.9 -1.0
C -0.102507 2.241823 -1.378074 -0.7 0.5 0.0
C -0.962925 0.709484 0.253565 2.4 -1.3 1.5
C -1.009309 1.720222 -2.305805 0.0 -0.8 -1.1
C -1.686031 0.077535 -0.698963 -2.3 -0.3 -2.7
C -1.759245 0.601771 -2.017798 0.2 -0.1 2.0
H 1.232021 3.281673 0.518429 -0.2 0.0 0.0
H 1.501597 1.699123 1.161994 -0.3 0.8 0.9
H -1.085879 3.195760 1.750307 -0.7 -0.7 0.4
H 0.373249 3.209794 -1.589633 0.2 -0.7 0.0
H -0.750635 0.262026 1.244299 -0.9 0.2 -0.4
H -1.163818 2.034973 -3.334347 0.5 0.8 0.2
H -2.432287 -0.725192 -0.639811 0.8 0.0 1.2
H -2.502901 0.155224 -2.670983 0.4 0.2 -0.3
H 0.144411 3.835235 2.649459 0.9 -0.1 -0.3
H -0.105871 2.172392 2.972319 -0.8 -0.3 -0.1
C 1.116909 -2.553792 0.803976 -1.3 0.3 -1.7
C 1.464271 -4.039971 0.981804 -0.4 1.2 -0.3
C 1.853212 -1.945644 -0.386975 -0.1 1.5 0.0
O -0.329041 -2.410699 0.523409 0.7 -0.6 0.2
H 1.203075 -1.873431 1.636662 0.9 -0.4 0.8
H 2.387426 -4.249235 0.445398 0.3 -0.2 0.7
H 2.063777 -0.862264 -0.155089 0.2 -1.1 -0.4
H 2.763555 -2.506843 -0.631563 -0.1 0.4 0.1
H 1.216264 -1.890989 -1.281915 0.1 -0.4 0.3
H -0.733744 -3.012946 1.156883 -0.3 0.1 -0.1
H 0.708891 -4.585385 0.402226 0.0 -0.1 0.6
H 1.469053 -4.214509 2.056554 0.2 -0.9 -0.2
```
Forces are in eV/Å.

=====

ORCA calculation (the ωB97M-V functional and the def2-TZVPD basis) on a single C11H18O molecule.

Its energy relative to the best compared isomer or geometry (same formula, charge and spin) is 6.119 eV. Its charge is 0. As for the HOMO energy (alpha / beta): -7.081 / -6.943 eV. Its HOMO-LUMO gap (alpha / beta) is 0.2881 / 0.2869 Ha.

The geometry in XYZ format:
```
30
Properties=species:S:1:pos:R:3:forces:R:3
C 2.455237 0.319686 0.756822 -0.3 2.4 1.4
C 1.804723 1.630407 0.175282 0.6 0.3 3.1
C 1.944721 0.185236 2.208500 0.1 -3.3 -0.7
C 0.598895 1.350801 -0.688127 -0.9 1.6 1.1
C 0.762508 -0.805771 2.143186 0.2 -0.4 0.4
C -0.327416 0.217549 -0.134722 0.9 0.3 -1.3
C -0.209637 -0.425345 1.150852 -0.2 -0.1 -1.6
C -1.029431 -0.769001 -1.026108 0.3 1.4 0.4
C -0.159267 -1.835500 -1.585908 2.2 -0.7 2.8
C -3.229255 0.539908 -1.476486 2.4 1.1 1.0
C -2.503980 -0.739574 -1.044478 -0.2 -1.5 -2.0
O -1.072803 0.597911 1.042279 -1.1 1.1 0.7
H 2.140205 -0.491639 0.101109 0.6 -0.3 0.3
H 3.536207 0.437829 0.901635 -0.1 -0.2 -1.0
H 1.563626 2.341302 1.070186 0.3 -1.3 -1.5
H 2.612747 2.125457 -0.318555 0.1 0.6 -1.0
H 2.721589 -0.189522 2.903843 -0.4 0.1 -0.3
H 1.480097 1.015414 2.648069 0.0 1.8 0.2
H 0.075189 2.391175 -0.819791 0.4 -2.2 0.0
H 1.084602 1.101639 -1.596493 -0.4 -0.7 -1.4
H 1.006778 -1.839208 1.839175 0.4 0.3 0.6
H 0.235198 -0.782047 3.076301 -0.2 -0.5 0.8
H -0.115618 -1.956006 -2.675135 -0.2 -0.3 0.4
H -0.316157 -2.785280 -0.940664 -0.3 0.8 -1.7
H 0.917004 -1.616081 -1.158719 -1.7 -0.2 -1.4
H -3.069502 1.388360 -0.724509 -0.6 -1.3 -1.0
H -4.195844 0.225794 -1.624512 -2.8 -0.1 0.4
H -2.976278 0.911450 -2.443834 0.8 0.3 -0.8
H -2.839087 -1.643617 -1.691453 0.3 1.5 1.0
H -2.895049 -0.901327 -0.067745 -0.2 -0.5 1.1
```
Forces are in eV/Å.

=====

ORCA calculation (the ωB97M-V functional and the def2-TZVPD basis) on 2 unconnected molecules or ions with the total composition C11H18O.

Its energy relative to the best compared isomer or geometry (same formula, charge and spin) is 0.933 eV. Its charge is 0. As for the structure (SMILES): Cc1ccc(O)cc1.CC(C)C. As for the HOMO energy: -8.350 eV. Its HOMO-LUMO gap is 0.3367 Ha.

The geometry in XYZ format:
```
30
Properties=species:S:1:pos:R:3:forces:R:3
C -0.781951 -1.703451 -3.001270 1.3 -0.1 -0.3
C 0.522533 -1.539972 -2.196449 -1.6 1.3 1.4
C -0.481353 -2.447608 -4.305076 -1.0 0.9 -0.4
C -1.867018 -2.364846 -2.161106 0.1 -0.2 -0.2
H -1.085403 -0.688512 -3.245305 -0.3 0.1 -0.1
H 0.209500 -0.862503 -1.378775 0.2 -0.3 0.1
H 0.057629 -3.372173 -4.109206 -0.1 -0.1 -0.2
H -1.421409 -2.585411 -4.853707 0.0 -0.7 0.2
H 0.054955 -1.800320 -5.005099 0.5 -0.2 0.3
H -1.773904 -3.454134 -2.211899 0.0 0.0 0.1
H -1.770356 -2.073218 -1.113773 -0.2 0.1 0.0
H 1.281805 -0.913924 -2.667381 0.3 -0.9 -0.4
H 0.798958 -2.456515 -1.671171 0.6 0.0 -0.5
H -2.859970 -2.103361 -2.532879 0.0 0.0 0.1
C -2.436441 1.604289 1.902488 -1.0 0.4 1.5
C 1.791552 0.935447 1.559264 -0.5 1.3 0.9
C 1.253933 2.219707 1.473120 0.4 0.6 0.3
C 0.941339 -0.127280 1.817479 -0.1 0.1 -1.0
C -0.107300 2.458936 1.496522 -0.2 -1.2 0.2
C -0.428621 0.115905 1.929254 0.9 -0.2 0.6
C -0.959669 1.384345 1.788500 -0.4 0.3 -0.2
O 3.125917 0.756264 1.620552 1.1 -1.3 -0.1
H 1.938150 3.056860 1.599085 0.0 0.0 -0.7
H 3.721651 1.508900 1.526454 -0.8 0.2 -0.1
H 1.338559 -1.129579 1.780885 0.0 -0.2 0.5
H -0.544885 3.428349 1.306512 0.2 0.2 0.3
H -1.023684 -0.711876 2.284082 -0.4 -0.1 -0.3
H -2.983061 0.849977 2.485754 0.3 -0.9 -1.0
H -2.899922 1.835809 0.947681 -0.2 -0.2 0.0
H -2.750135 2.370785 2.631393 0.8 0.8 -0.6
```
Forces are in eV/Å.

=====

ORCA calculation (the ωB97M-V functional and the def2-TZVPD basis) on 2 unconnected molecules or ions with the total composition C11H18O.

Its energy relative to the best compared isomer or geometry (same formula, charge and spin) is 2.015 eV. Its charge is 0. As for the structure (SMILES): CCc1ccc(O)cc1.CCC. As for the HOMO energy: -8.313 eV. Its HOMO-LUMO gap is 0.3359 Ha.

The geometry in XYZ format:
```
30
Properties=species:S:1:pos:R:3:forces:R:3
C -0.884995 -1.237466 2.192880 0.0 -0.6 0.4
C -0.903731 0.250800 2.524494 1.1 -1.1 1.9
C -2.303191 -1.761118 2.337589 0.1 -2.7 3.5
H -0.166176 -1.814111 2.858542 -0.9 0.8 -0.5
H -0.497047 -1.428571 1.200086 -0.1 0.0 -0.4
H -1.869072 0.705980 2.371477 0.0 0.5 -1.0
H -0.873892 0.234671 3.638153 0.3 0.5 -0.5
H -2.773514 -1.419694 3.300072 0.6 0.4 -0.6
H -2.310372 -2.901240 2.665184 -0.2 1.9 -1.7
H 0.019897 0.701964 2.148860 -0.6 0.6 0.0
H -2.993578 -1.437434 1.595590 -0.4 -0.3 -1.0
C -0.654363 1.013626 -2.694673 -0.5 2.1 0.1
C -1.926235 0.513548 -1.904400 2.4 -0.3 1.1
C 0.661955 0.676524 -2.077490 0.7 -2.1 1.0
C 1.814802 1.462258 -2.061737 0.3 0.0 -1.0
C 0.753867 -0.483734 -1.327223 -0.3 -0.6 1.1
C 2.923777 1.240208 -1.259664 -1.0 -1.3 2.3
C 1.707878 -0.645012 -0.329069 1.6 -1.0 -0.2
C 2.774959 0.240457 -0.225991 -0.3 0.8 -1.5
O 3.657600 0.054168 0.808797 0.8 2.2 -0.6
H -0.780505 0.682858 -3.747759 0.4 0.8 0.4
H -0.478340 2.139892 -2.518826 -1.5 -1.2 -1.3
H -2.334784 -0.372632 -2.339544 0.0 -0.8 -0.3
H 1.934786 2.155570 -2.871286 -0.2 0.9 -0.1
H -0.004548 -1.265576 -1.414435 0.1 0.3 0.0
H 3.788124 1.888028 -1.265520 0.1 0.0 -0.2
H 1.902501 -1.580356 0.236752 -0.9 0.6 -0.2
H 4.135329 0.935022 0.848530 -0.4 -1.7 0.3
H -2.753038 1.172956 -1.823212 -0.4 1.1 -0.2
H -1.568108 0.278412 -0.866174 -0.7 0.1 -0.8
```
Forces are in eV/Å.

=====

ORCA calculation (the ωB97M-V functional and the def2-TZVPD basis) on 2 unconnected molecules or ions with the total composition C11H18Si.

Its energy relative to the best compared isomer or geometry (same formula, charge and spin) is 4.619 eV. Its charge is 0. As for the HOMO energy: -8.181 eV. Its HOMO-LUMO gap is 0.2956 Ha.

The geometry in XYZ format:
```
30
Properties=species:S:1:pos:R:3:forces:R:3
C -1.909284 -0.088291 -1.775696 -3.6 -1.5 -1.6
C -2.160188 -1.017887 -0.686322 -1.5 0.0 1.5
C -0.820478 0.612172 -1.509240 2.3 2.5 -1.1
C -1.187598 -0.797785 0.246017 0.2 -1.7 0.7
C -0.448893 -2.831762 -2.332919 2.5 3.7 -4.5
C 0.491700 -1.786819 -2.288571 -1.8 -3.0 1.7
C -0.284926 0.241239 -0.265297 1.4 -3.4 2.2
C 1.568778 0.033900 2.422275 0.2 1.1 -2.0
C -1.069188 1.880487 2.104855 5.0 1.1 0.5
C 1.644886 2.554436 0.649329 -0.9 -1.9 -0.1
C 1.070401 -1.387948 -1.054199 0.6 1.7 1.4
Si 0.533243 1.079411 1.223512 -1.2 2.7 0.0
H -2.667480 -0.098336 -2.618715 1.5 0.4 0.8
H -3.139301 -1.554421 -0.433159 1.7 0.5 -0.9
H -0.160279 1.285677 -2.077526 -1.2 -0.1 -0.3
H -1.002432 -1.490244 1.141961 -0.4 1.5 -1.1
H -0.837700 -3.228775 -3.312129 0.4 0.8 1.1
H -0.705947 -3.367025 -1.538803 -1.0 -2.0 3.5
H 0.813387 -1.295281 -3.137938 0.2 0.9 -1.8
H 2.247282 -0.555765 1.815060 -0.2 -0.9 0.0
H 2.280187 0.691211 2.897218 -0.2 0.5 0.7
H 0.927856 -0.477995 3.086182 -0.2 -0.9 0.8
H -1.554325 1.121587 2.554839 -2.3 -2.6 1.2
H -0.652198 2.464191 2.974672 -0.4 -0.1 -0.9
H -1.634775 2.500665 1.483487 -1.0 0.8 -1.0
H 2.205615 2.957475 1.447116 0.3 0.7 1.2
H 2.408272 1.986031 0.116541 0.1 0.5 -1.0
H 1.092465 3.339845 0.123574 0.4 -0.4 -0.3
H 1.017065 -2.150957 -0.249208 0.2 0.9 -0.4
H 1.933852 -0.619034 -1.006916 -1.3 -1.8 -0.3
```
Forces are in eV/Å.

=====

ORCA calculation (the ωB97M-V functional and the def2-TZVPD basis) on 2 unconnected molecules or ions with the total composition C11H19BF9O.

Its energy relative to the best compared isomer or geometry (same formula, charge and spin) is 0.000 eV. Its charge is -1. As for the HOMO energy: -4.212 eV. Its HOMO-LUMO gap is 0.2442 Ha.

The geometry in XYZ format:
```
41
Properties=species:S:1:pos:R:3:forces:R:3
C -0.685071 0.610648 5.063181 -0.3 0.0 0.0
C -1.779074 0.004054 4.180056 -0.1 0.4 0.0
C -1.295307 -0.291771 2.768249 0.2 -0.2 0.2
C -0.204909 -1.372966 2.689043 -0.6 0.2 -0.3
C 0.770751 -1.111112 1.560692 0.7 -0.1 0.3
C 1.801441 -2.218123 1.344219 -0.3 -0.4 -0.4
B 1.185768 -3.726270 1.080321 0.3 -0.1 0.0
F 1.362810 -4.545701 2.287584 -0.2 0.0 0.0
H -0.144794 -0.146752 5.622191 0.2 0.0 0.0
H 0.014552 1.177470 4.454042 0.2 0.0 -0.1
H -1.122449 1.307612 5.776136 0.0 0.0 0.2
H -2.594815 0.728932 4.120249 -0.1 0.0 0.0
H -2.201695 -0.883152 4.650320 0.0 -0.2 0.0
H -0.913411 0.643558 2.351739 0.0 0.1 -0.1
H -2.140891 -0.595949 2.151064 -0.1 0.0 -0.1
H 0.307064 -1.470776 3.645234 0.2 0.0 0.1
H -0.701165 -2.317566 2.476223 0.1 -0.3 0.2
H 0.219599 -0.989018 0.636100 -0.3 0.1 -0.2
H 1.284063 -0.159754 1.752632 -0.1 0.2 0.0
H 2.504060 -2.268215 2.180414 0.1 0.0 0.2
H 2.388886 -1.945144 0.463389 0.2 0.1 -0.1
H 1.784448 -4.280297 0.141888 0.0 0.0 0.0
H -0.018635 -3.685191 0.781497 -0.1 0.1 0.0
C -0.930904 0.490461 -3.228212 -0.5 -0.2 -0.2
C -0.354711 1.003553 -1.896725 0.3 0.0 -0.3
C -0.603226 2.472047 -1.533289 -0.1 0.0 0.2
F -0.061418 3.314878 -2.441710 0.1 -0.1 0.0
F -0.038500 2.725192 -0.332324 0.0 0.0 -0.1
F 0.959975 0.720297 -1.827416 -0.1 0.1 0.0
F -1.008956 0.303096 -0.934024 -0.1 0.0 0.0
O -0.076657 0.408083 -4.361505 0.5 0.3 0.3
C 0.143496 1.449362 -5.212936 -0.3 -0.2 0.1
C 1.623627 1.855692 -5.252394 0.1 0.0 -0.1
F 2.061785 2.230565 -4.039624 -0.1 0.1 0.0
F 1.756304 2.908228 -6.101613 0.0 -0.1 0.1
F -0.659337 2.506386 -4.967891 0.1 -0.1 0.0
F -0.140587 1.009420 -6.466253 -0.1 0.1 -0.1
H -1.178438 -0.549426 -3.026247 0.0 0.0 0.0
H -1.861680 1.001917 -3.477080 0.1 0.1 0.1
H -1.677520 2.666622 -1.464253 0.0 0.0 0.0
H 2.225518 1.019106 -5.612965 0.0 0.0 0.0
```
Forces are in eV/Å.